The following is a quantum chemistry calculation of a structure of composition C34H87N4O28P5 in a non-equilibrium geometry, from the OMol25 dataset.

Summary:
F_max ... 9.44 eV/Å
E_HOMO ... -0.3059 Eh
Energy relative to the best compared isomer or geometry (same formula, charge and spin) ... 1133.75 kJ/mol
LUMO energy ... -0.3 eV
HOMO-LUMO gap ... 8.0 eV

Geometry as XYZ:
```
158
Properties=species:S:1:pos:R:3:forces:R:3
C -28.948 23.680 -4.878 0.1 0.2 0.0
C -28.238 23.209 -3.595 -1.1 1.0 -1.6
O -27.176 22.359 -4.033 0.4 -1.3 1.0
P -26.857 21.081 -3.095 0.5 1.3 0.3
O -27.998 20.184 -2.904 0.1 -0.2 0.0
O -26.286 21.799 -1.775 -0.8 -0.2 -0.9
C -25.261 21.213 -0.972 -0.5 0.5 0.3
C -25.183 22.062 0.293 1.0 -0.9 0.4
O -25.510 20.492 -3.654 -0.1 0.1 -0.2
C -25.364 19.344 -4.536 -0.9 0.8 0.6
C -25.527 18.059 -3.760 0.5 -1.0 -0.1
H -29.399 22.833 -5.395 0.1 0.0 0.0
H -29.733 24.420 -4.706 0.0 -0.2 0.4
H -28.261 24.179 -5.564 0.2 -0.2 0.1
H -27.831 24.083 -3.090 0.1 -0.2 0.3
H -28.999 22.707 -2.999 0.4 -0.3 0.3
H -25.492 20.165 -0.763 -0.1 0.1 0.1
H -24.334 21.200 -1.549 0.1 0.3 0.2
H -24.237 21.752 0.752 0.0 0.3 0.2
H -25.170 23.139 0.144 0.1 -0.1 -0.4
H -25.942 21.869 1.052 -0.3 -0.2 -0.3
H -26.149 19.438 -5.290 0.2 -0.2 -0.2
H -24.392 19.535 -4.984 0.0 -0.5 0.0
H -25.024 17.264 -4.322 -0.1 0.0 0.0
H -25.068 18.025 -2.771 0.1 0.5 -0.1
H -26.551 17.724 -3.596 -0.2 0.4 -0.3
C -20.372 21.542 -3.491 0.3 0.0 -0.1
C -20.489 21.967 -4.950 0.6 -0.2 -0.2
O -21.023 20.806 -5.612 -0.6 -0.7 -0.5
P -21.138 20.671 -7.191 0.6 0.0 0.9
O -21.301 21.945 -7.881 0.3 -0.1 -0.5
O -19.847 19.793 -7.594 -1.6 0.6 0.0
C -19.715 18.449 -7.074 1.9 2.3 0.2
C -18.253 18.340 -6.575 -1.7 7.9 -4.8
O -22.360 19.660 -7.267 0.4 0.4 0.2
C -22.921 19.302 -8.513 -1.4 0.0 -1.5
C -24.419 19.181 -8.268 -0.4 -1.8 1.0
H -19.713 22.163 -2.881 -0.3 0.5 -0.3
H -21.327 21.405 -2.988 -0.2 0.2 -0.1
H -19.835 20.590 -3.464 -0.6 0.3 -0.6
H -21.087 22.830 -5.242 -0.3 0.0 0.6
H -19.501 22.164 -5.381 0.1 -0.1 0.2
H -20.307 18.231 -6.187 -0.8 0.1 -0.4
H -19.879 17.754 -7.895 -0.7 0.9 -0.2
H -18.265 18.457 -5.492 -1.6 4.0 -1.1
H -17.890 17.341 -6.828 1.2 6.6 -2.3
H -17.611 19.092 -7.020 -0.2 0.8 -0.2
H -22.870 20.007 -9.354 0.9 0.6 0.7
H -22.418 18.409 -8.896 -0.4 -0.3 0.3
H -25.022 18.643 -9.003 0.4 0.4 -0.6
H -24.540 18.493 -7.420 0.0 0.3 0.2
H -24.918 20.107 -7.994 0.3 0.2 -0.2
C -22.530 10.713 2.181 -1.2 0.2 0.6
C -23.996 10.261 1.997 1.3 0.6 -0.8
O -23.989 9.198 1.045 -0.6 -1.4 -0.5
P -24.057 7.676 1.517 0.9 -0.6 0.5
O -23.088 7.276 2.545 -0.2 0.6 0.2
O -25.563 7.391 1.890 -0.2 0.2 -0.1
C -25.899 6.633 3.055 -0.6 -0.8 0.7
C -26.561 7.530 4.084 0.6 1.1 -0.7
O -23.884 6.819 0.213 -0.3 0.2 -0.6
C -23.121 7.182 -0.942 0.7 0.5 0.1
C -24.041 7.879 -1.923 -0.5 0.1 0.3
H -21.956 9.906 2.630 0.1 0.1 0.2
H -22.032 11.028 1.265 -0.4 -0.2 -0.3
H -22.588 11.598 2.819 0.5 -0.1 0.3
H -24.490 9.970 2.924 0.2 0.0 0.1
H -24.575 11.039 1.494 -0.1 0.1 0.3
H -26.590 5.824 2.800 0.0 0.2 -0.6
H -25.019 6.115 3.434 0.2 0.4 0.1
H -25.847 8.331 4.307 0.1 -0.3 0.6
H -27.372 8.111 3.638 -0.3 -0.5 -0.1
H -26.903 7.013 4.975 0.1 0.0 0.0
H -22.309 7.865 -0.664 -0.1 0.0 0.2
H -22.614 6.273 -1.263 -0.4 0.0 -0.3
H -23.568 8.363 -2.777 0.3 -0.3 0.0
H -24.850 7.228 -2.256 0.2 -0.1 -0.1
H -24.517 8.674 -1.346 -0.1 0.1 -0.1
C -13.111 14.714 -3.807 0.4 -0.8 -0.5
C -14.281 13.777 -3.539 0.1 1.1 2.1
O -15.344 14.005 -4.460 -0.5 -0.2 0.0
P -16.618 14.900 -4.041 0.7 0.9 -1.7
O -16.530 15.691 -2.806 -0.1 -0.7 0.2
O -16.749 15.825 -5.354 0.9 -2.2 1.2
C -17.948 16.556 -5.611 1.1 -6.7 5.8
C -18.420 16.178 -6.986 -3.0 -6.5 -0.5
O -17.824 13.873 -4.160 0.0 0.1 0.0
C -18.193 13.112 -2.986 0.0 -0.1 -0.5
C -18.983 11.889 -3.420 -0.7 0.3 0.6
H -13.431 15.629 -4.298 -0.1 0.1 0.3
H -12.543 14.906 -2.897 -0.2 0.2 0.1
H -12.410 14.210 -4.478 0.0 0.2 -0.2
H -13.931 12.753 -3.387 -0.4 -0.3 -1.2
H -14.682 13.965 -2.534 0.1 0.4 -0.1
H -18.680 16.304 -4.833 -0.5 -0.4 -0.1
H -17.775 17.628 -5.479 2.7 -5.7 2.6
H -18.866 15.173 -6.985 0.4 -0.7 0.5
H -19.307 16.724 -7.323 1.2 -1.8 0.1
H -17.637 16.080 -7.734 0.2 0.4 0.0
H -17.297 12.801 -2.447 0.1 0.1 0.1
H -18.759 13.802 -2.361 -0.1 -0.2 0.2
H -19.409 11.424 -2.526 0.3 -0.2 0.1
H -19.872 12.160 -3.991 0.2 0.2 -0.3
H -18.402 11.144 -3.957 0.1 0.1 -0.1
C -23.432 11.828 -1.403 -0.3 -0.3 1.9
C -22.391 12.713 -2.051 -0.6 -1.0 -1.6
O -22.941 13.978 -2.439 0.0 1.1 1.1
P -23.032 15.170 -1.326 0.6 0.1 -0.6
O -22.821 14.760 0.074 -0.1 -0.1 -0.6
O -24.408 15.856 -1.662 -0.3 -0.2 -0.2
C -25.668 15.339 -1.169 -0.5 0.0 0.0
C -26.299 14.312 -2.108 0.6 0.3 -0.6
O -21.972 16.274 -1.797 -0.6 -0.9 0.6
C -21.999 16.883 -3.091 0.7 0.6 -0.7
C -22.137 18.406 -2.973 -0.2 -0.9 -0.7
H -23.010 10.917 -0.968 0.3 0.0 -0.4
H -23.918 12.262 -0.521 0.2 0.5 -0.1
H -24.266 11.507 -2.025 0.3 0.2 -0.5
H -21.397 12.820 -1.620 -0.3 0.0 0.7
H -22.223 12.192 -3.000 0.3 0.4 -0.1
H -25.524 14.983 -0.150 0.1 -0.3 0.0
H -26.328 16.198 -1.095 0.1 0.2 0.0
H -27.182 13.820 -1.706 0.2 -0.1 0.4
H -26.632 14.789 -3.033 0.1 0.2 0.1
H -25.540 13.600 -2.432 -0.2 -0.3 0.2
H -21.043 16.700 -3.589 0.2 -0.3 0.4
H -22.719 16.391 -3.748 -0.4 0.3 0.2
H -21.768 18.830 -3.910 -0.2 0.2 0.0
H -23.180 18.682 -2.844 0.2 0.3 0.3
H -21.478 18.778 -2.194 -0.2 0.0 0.2
C -18.775 18.382 -0.928 -1.0 0.5 0.7
N -18.690 19.111 -2.215 1.9 0.1 0.0
O -18.837 18.473 -3.245 -0.5 0.1 0.3
O -18.334 20.278 -2.181 0.0 -0.8 0.3
H -19.830 18.135 -0.801 0.1 -0.6 -0.1
H -18.555 19.076 -0.122 0.3 0.1 -0.2
H -18.109 17.527 -0.911 -0.1 -0.1 -0.4
C -27.279 18.479 1.202 -1.5 -0.3 0.9
N -25.848 18.229 1.242 1.1 -0.1 -0.8
O -25.291 17.956 0.194 -0.1 0.2 -0.2
O -25.284 18.240 2.309 -0.1 0.2 0.5
H -27.630 17.866 2.035 -0.4 0.1 -0.2
H -27.728 18.191 0.259 0.3 -0.1 -0.1
H -27.568 19.503 1.433 0.6 0.1 0.0
C -24.051 14.504 3.165 -0.8 -0.6 0.0
N -24.165 13.668 4.376 0.1 -0.8 1.7
O -23.159 13.240 4.920 -0.1 0.4 -0.8
O -25.286 13.441 4.809 0.1 0.2 -0.6
H -23.025 14.819 3.046 -0.1 0.3 -0.1
H -24.839 15.239 3.305 0.5 0.5 -0.2
H -24.397 13.855 2.360 0.4 0.1 -0.2
C -20.297 13.696 1.295 -0.7 0.9 -0.3
N -19.444 13.556 2.516 0.1 -1.6 -0.9
O -19.790 12.741 3.350 -0.1 0.5 0.0
O -18.397 14.162 2.513 0.0 0.5 0.2
H -21.104 12.978 1.209 0.2 -0.3 0.6
H -19.712 13.674 0.380 0.5 0.0 0.3
H -20.777 14.672 1.348 0.1 0.1 0.0
```
Forces are in eV/Å.

Atom charges from the Mulliken analysis, given in e for atoms 1 to 6: C -1.309; C -0.213; O -0.282; P 0.430; O -0.759; O -0.368